Record 1
Density functional theory data (wB97M-V/def2-TZVPD) for C22H62MgO10 as an isolated structure.

Each line ends with the Mulliken charge.
Cartesian coordinates (Å):
Mg  0.137  -0.515  -0.330  -1.370
C  3.970  -1.634  -0.906  -1.241
C  2.612  -2.262  -1.197  0.471
C  2.658  -3.792  -1.173  -1.606
O  1.672  -1.694  -0.364  1.134
H  4.708  -1.968  -1.636  0.461
H  4.299  -1.968  0.078  0.264
H  3.973  -0.544  -0.900  0.013
H  2.332  -2.078  -2.234  0.382
H  3.334  -4.113  -1.965  0.448
H  1.654  -4.198  -1.298  0.249
H  3.029  -4.098  -0.195  0.284
C  -2.359  -1.055  -3.490  -1.319
C  -1.024  -0.483  -3.142  0.812
C  -0.496  0.459  -4.232  -1.524
O  -0.942  0.091  -1.856  1.194
H  -2.584  -1.848  -2.776  0.146
H  -2.319  -1.537  -4.467  0.399
H  -3.140  -0.309  -3.340  0.141
H  -0.315  -1.310  -3.172  0.064
H  -1.089  1.372  -4.280  0.238
H  -0.464  -0.100  -5.168  0.470
H  0.480  0.895  -4.016  0.123
C  -4.664  -1.294  0.903  -0.834
C  -4.229  -2.268  1.955  -0.472
O  -3.053  -1.845  2.612  -0.462
H  -5.708  -1.430  0.620  0.509
H  -4.092  -1.350  -0.022  -0.008
H  -4.575  -0.269  1.265  0.215
H  -4.193  -3.277  1.544  0.303
H  -4.944  -2.357  2.772  0.497
H  -3.003  -2.492  3.320  0.255
C  -1.144  -4.158  0.656  -1.168
C  -1.540  -3.041  -0.276  -0.293
O  -1.308  -1.816  0.390  1.831
H  -1.368  -5.157  0.281  0.431
H  -1.688  -4.049  1.594  0.251
H  -0.061  -4.192  0.779  -0.021
H  -2.594  -3.189  -0.512  0.323
H  -1.017  -3.033  -1.232  0.387
H  -1.924  -1.824  1.126  -0.940
C  3.461  2.225  -0.667  -1.761
C  2.459  1.648  0.327  0.267
O  1.335  1.240  -0.383  0.502
H  4.484  2.150  -0.299  0.384
H  3.226  3.242  -0.983  0.475
H  3.433  1.646  -1.591  0.285
H  2.110  2.388  1.047  -0.304
H  2.960  0.870  0.904  0.437
H  1.198  1.919  -1.048  -0.225
C  2.236  2.877  4.082  -1.076
C  2.772  1.466  4.087  -0.249
O  1.737  0.673  3.571  -0.478
H  1.427  2.981  4.805  0.320
H  1.885  3.217  3.108  0.167
H  3.051  3.537  4.378  0.372
H  3.075  1.100  5.068  0.402
H  3.631  1.364  3.424  0.266
H  2.049  -0.173  3.241  0.129
C  -1.101  2.478  1.658  -0.936
C  -1.335  0.989  1.844  0.345
O  -0.127  0.252  1.556  0.381
H  -0.236  2.825  2.224  0.048
H  -1.917  3.093  2.037  0.512
H  -0.966  2.791  0.623  -0.015
H  -2.136  0.623  1.202  -0.366
H  -1.669  0.737  2.850  0.480
H  0.539  0.474  2.212  -0.048
C  0.624  -2.588  3.656  -0.879
C  2.034  -2.883  3.069  -0.300
O  2.349  -1.747  2.383  -0.534
H  0.695  -1.900  4.499  0.395
H  0.236  -3.489  4.131  0.468
H  -0.078  -2.268  2.886  -0.103
H  2.039  -3.706  2.355  0.225
H  2.667  -3.273  3.866  0.349
H  2.247  -1.877  1.437  -0.327
C  2.309  3.390  -3.864  -1.128
C  0.964  3.778  -3.301  -0.142
O  0.657  3.203  -2.017  -0.411
H  2.416  2.306  -3.913  0.221
H  3.104  3.723  -3.198  0.288
H  2.557  3.798  -4.844  0.374
H  0.184  3.540  -4.024  0.267
H  0.979  4.863  -3.206  0.366
H  -0.281  2.999  -1.986  0.281
C  -4.080  2.503  -0.720  -0.675
C  -3.531  2.834  -2.048  -0.379
O  -2.147  2.761  -1.995  -0.513
H  -5.169  2.556  -0.744  0.490
H  -3.759  3.221  0.035  0.192
H  -3.891  1.477  -0.406  -0.120
H  -3.901  3.836  -2.265  0.369
H  -3.923  2.204  -2.847  0.278
H  -1.897  1.836  -1.936  -0.401

Gap between HOMO and LUMO ... 8.6 eV
Charge ... 0
Energy above the lowest of the compared OMol25 structures with the same formula, charge and spin ... 0.00 kcal per mole
LUMO energy ... 0.40 eV

---

Record 2
Density functional theory data (wB97M-V/def2-TZVPD) for a 11-piece molecular cluster, C45H67BN10O overall.

Each line ends with the Mulliken charge.
Cartesian coordinates (Å):
C  -43.847  21.203  -7.571  -1.595
C  -43.636  20.258  -6.260  1.014
C  -42.540  20.795  -5.288  -0.352
C  -42.552  20.056  -3.983  -1.572
C  -43.864  20.314  -3.271  -0.218
C  -45.003  19.753  -4.138  0.688
N  -44.925  20.205  -5.551  1.431
O  -46.024  20.009  -6.259  -0.367
C  -46.408  20.191  -3.445  -0.694
C  -45.070  18.122  -4.100  -1.689
C  -43.327  18.841  -6.829  -1.823
H  -44.178  22.128  -7.111  0.127
H  -44.211  20.870  -8.507  0.507
H  -42.839  21.249  -7.887  0.550
H  -42.971  21.946  -4.868  -0.231
H  -41.617  20.533  -5.726  0.586
H  -41.739  20.452  -3.452  0.419
H  -42.168  19.109  -3.973  0.679
H  -44.246  21.387  -3.137  -0.182
H  -43.878  19.958  -2.215  0.464
H  -47.350  19.647  -3.870  0.335
H  -46.426  21.338  -3.381  -0.203
H  -46.237  19.750  -2.337  0.438
H  -45.823  17.835  -4.742  0.653
H  -45.535  17.841  -2.996  0.307
H  -44.241  17.430  -4.385  0.237
H  -43.029  18.122  -6.197  0.518
H  -42.301  18.918  -7.530  0.343
H  -44.078  18.409  -7.549  0.375
B  -45.448  24.211  -4.661  0.447
H  -44.456  24.617  -5.334  -0.184
H  -45.907  23.142  -5.175  -0.060
H  -45.321  24.011  -3.362  0.086
H  -46.423  24.889  -4.693  -0.704
N  -48.688  28.707  -8.107  -0.031
C  -48.551  28.467  -6.740  -1.317
C  -47.189  27.812  -6.545  1.118
C  -46.706  27.580  -7.993  -0.037
C  -47.688  28.129  -8.843  -0.624
H  -49.621  29.087  -8.454  0.293
H  -49.226  28.881  -6.091  0.508
H  -46.734  27.477  -5.773  -0.089
H  -45.661  27.036  -8.174  -0.326
H  -47.706  27.875  -9.883  0.463
N  -43.888  29.366  -6.222  0.181
C  -43.681  27.978  -6.030  -0.466
C  -42.210  27.687  -5.927  -0.579
C  -41.539  29.055  -5.912  -0.643
C  -42.654  30.079  -6.262  -0.336
H  -44.833  29.648  -6.459  0.286
H  -44.583  27.439  -5.874  0.457
H  -41.569  26.726  -5.896  0.323
H  -40.480  29.200  -6.063  0.408
H  -42.632  31.292  -6.268  0.285
N  -42.751  22.203  -0.530  0.291
C  -42.619  21.080  0.307  -0.403
C  -44.022  20.639  0.825  -0.921
C  -44.966  21.741  0.276  -0.809
C  -44.109  22.683  -0.514  -0.524
H  -42.021  22.545  -0.972  0.474
H  -41.552  20.692  0.465  0.315
H  -44.352  19.724  1.453  0.298
H  -45.895  21.959  0.039  0.704
H  -44.220  23.516  -1.050  0.816
N  -44.134  26.669  -2.533  1.633
C  -43.601  27.839  -2.519  -0.562
C  -43.639  28.383  -1.081  -0.809
C  -44.380  27.223  -0.327  -1.539
C  -44.728  26.188  -1.327  -0.038
H  -44.109  25.823  -3.184  -0.561
H  -43.140  28.255  -3.427  0.323
H  -43.462  29.389  -0.897  0.518
H  -44.575  27.298  0.609  0.823
H  -45.341  25.428  -1.368  0.147
N  -48.367  23.670  -6.893  0.279
C  -48.908  24.259  -8.012  -0.647
C  -50.065  23.428  -8.547  -0.752
C  -50.187  22.164  -7.685  -0.678
C  -48.946  22.320  -6.716  -0.599
H  -47.695  24.231  -6.565  0.192
H  -48.671  25.126  -8.351  0.787
H  -50.820  23.735  -9.294  0.354
H  -50.901  21.262  -7.679  0.318
H  -48.712  21.626  -5.963  0.621
N  -46.843  27.849  -3.419  0.538
C  -48.162  27.541  -3.787  -0.261
C  -48.933  28.877  -3.841  -1.096
C  -47.944  30.046  -3.366  -0.930
C  -46.536  29.318  -3.315  -0.153
H  -46.203  27.007  -3.387  -0.199
H  -48.558  26.590  -4.153  0.650
H  -49.992  29.208  -4.103  0.529
H  -48.138  31.023  -3.097  0.506
H  -45.445  29.669  -3.224  0.303
N  -41.711  24.853  -1.664  0.035
C  -40.661  24.750  -0.762  -0.579
C  -39.789  23.606  -1.306  -0.666
C  -40.484  23.070  -2.506  -0.669
C  -41.680  24.042  -2.789  0.100
H  -42.391  25.628  -1.653  0.203
H  -40.741  25.465  -0.068  0.660
H  -38.738  23.432  -0.779  0.251
H  -39.965  22.407  -3.321  0.341
H  -42.523  24.196  -3.643  0.183
N  -46.051  23.587  -10.203  0.088
C  -45.333  24.478  -9.425  -0.023
C  -44.860  25.730  -10.223  -0.204
C  -45.227  25.355  -11.605  -0.533
C  -45.935  24.002  -11.513  -0.545
H  -46.522  22.684  -9.869  0.287
H  -45.242  24.171  -8.147  0.124
H  -44.115  26.588  -9.816  0.258
H  -44.750  26.103  -12.397  0.259
H  -46.185  23.158  -12.163  0.342
N  -49.295  24.555  -2.464  0.084
C  -49.206  24.821  -1.101  -0.620
C  -48.039  24.086  -0.463  -0.772
C  -47.382  23.591  -1.706  1.948
C  -48.194  23.827  -2.905  -2.483
H  -49.924  25.169  -3.021  0.372
H  -49.918  25.589  -0.818  0.410
H  -47.782  24.077  0.639  0.348
H  -46.527  22.978  -1.900  -0.683
H  -48.075  23.596  -3.855  1.343

Gap between HOMO and LUMO ... 3.1 eV
Charge ... 0
Energy above the lowest of the compared OMol25 structures with the same formula, charge and spin ... 128.66 kcal per mole
LUMO energy ... -4.07 eV

---

Record 3
Density functional theory data (wB97M-V/def2-TZVPD) for C25H26F3N7OPtS as an isolated structure.

Each line ends with the Mulliken charge.
Cartesian coordinates (Å):
Pt  -0.226  -1.066  0.113  1.354
O  -3.778  -3.030  0.578  -0.635
C  -2.704  -2.591  0.240  0.222
N  -2.020  -1.605  0.881  -0.481
C  -2.232  -1.496  2.310  -0.984
C  -0.894  -1.251  2.938  0.893
C  -0.724  -0.983  4.287  -1.156
C  0.551  -0.828  4.796  -0.336
C  1.643  -0.942  3.942  -1.029
C  1.416  -1.179  2.608  0.034
N  0.174  -1.338  2.119  0.178
C  -1.869  -3.271  -0.814  0.582
C  -2.415  -4.239  -1.631  -0.724
C  -1.593  -4.889  -2.538  -0.372
C  -0.250  -4.544  -2.584  -0.968
C  0.234  -3.565  -1.737  0.020
N  -0.562  -2.944  -0.857  -0.133
H  -2.580  -2.472  2.670  0.675
H  -2.993  -0.774  2.617  0.392
H  -1.596  -0.913  4.923  0.526
H  0.697  -0.625  5.848  0.469
H  2.657  -0.844  4.302  0.491
H  2.231  -1.272  1.904  0.500
H  -3.467  -4.462  -1.521  0.524
H  -1.990  -5.653  -3.193  0.480
H  0.435  -5.032  -3.262  0.472
H  1.279  -3.297  -1.735  0.615
F  3.288  -1.087  -3.785  -0.222
C  2.684  0.100  -3.928  0.592
F  2.809  0.490  -5.190  -0.278
F  3.333  0.979  -3.147  -0.199
C  1.234  0.009  -3.515  -0.290
C  0.198  0.367  -4.360  -0.196
C  -1.125  0.296  -3.923  -1.219
C  -1.380  -0.126  -2.638  -0.321
N  -0.364  -0.474  -1.839  0.289
C  0.915  -0.426  -2.235  1.143
S  1.925  -1.009  -0.927  -0.632
H  0.424  0.705  -5.363  0.591
H  -1.942  0.569  -4.573  0.484
H  -2.379  -0.197  -2.226  0.610
C  2.567  3.904  0.493  -0.637
C  3.063  2.497  0.723  -0.644
N  1.929  1.566  0.711  0.364
C  0.634  1.889  0.800  0.344
N  -0.316  0.951  0.586  -0.298
C  -1.723  1.324  0.844  -0.713
C  -1.993  2.783  0.557  -0.827
C  -1.042  3.604  1.384  -0.601
N  0.325  3.157  1.130  0.042
C  1.386  4.134  1.407  -0.614
H  2.258  4.035  -0.546  0.272
H  3.356  4.625  0.702  0.396
H  3.580  2.422  1.682  0.321
H  3.756  2.183  -0.057  0.366
H  2.120  0.650  0.341  -0.378
H  -1.984  1.102  1.883  0.141
H  -2.359  0.708  0.215  0.425
H  -3.024  3.022  0.814  0.386
H  -1.850  2.994  -0.505  0.338
H  -1.274  3.511  2.450  0.250
H  -1.097  4.660  1.126  0.465
H  1.687  4.068  2.457  0.246
H  0.958  5.122  1.249  0.392

Gap between HOMO and LUMO ... 8.3 eV
Charge ... +2
Energy above the lowest of the compared OMol25 structures with the same formula, charge and spin ... 0.00 kcal per mole
LUMO energy ... -6.53 eV

---

Record 4
Density functional theory data (wB97M-V/def2-TZVPD) for C5H20F2N10O5Ti as an isolated structure.

Each line ends with the Mulliken charge.
Cartesian coordinates (Å):
Ti  0.133  0.159  -0.458  0.857
F  1.030  2.500  -3.046  -0.895
F  3.530  -0.114  0.368  -0.899
C  3.367  1.151  4.814  0.657
O  3.347  1.499  5.953  -0.718
N  4.172  1.627  3.903  -0.413
N  2.582  0.254  4.392  -0.377
H  4.110  1.377  2.927  0.238
H  4.897  2.164  4.359  0.195
H  2.674  -0.072  3.440  0.214
H  2.104  -0.226  5.141  0.184
C  0.291  4.624  1.251  0.541
O  1.449  4.742  0.756  -0.656
N  -0.125  5.198  2.339  -0.442
N  -0.629  3.987  0.765  -0.318
H  -1.086  5.507  2.359  0.167
H  0.602  5.659  2.867  0.235
H  -1.547  4.335  1.002  0.159
H  -0.317  3.557  -0.094  0.303
C  -4.659  -0.709  -2.476  0.633
O  -3.938  -0.414  -1.506  -0.681
N  -5.619  0.058  -2.861  -0.395
N  -4.477  -1.705  -3.234  -0.339
H  -5.786  0.924  -2.367  0.222
H  -6.255  -0.314  -3.552  0.148
H  -3.555  -2.114  -3.271  0.243
H  -5.094  -1.884  -4.013  0.161
C  -1.683  -3.275  2.557  0.586
O  -0.851  -2.726  1.854  -0.612
N  -2.957  -3.036  2.439  -0.379
N  -1.447  -3.944  3.662  -0.440
H  -3.595  -3.177  3.209  0.159
H  -3.302  -2.437  1.703  0.217
H  -2.151  -4.013  4.382  0.200
H  -0.496  -3.883  3.999  0.252
C  3.622  -1.647  -5.332  0.602
O  4.662  -0.970  -5.155  -0.637
N  2.345  -1.354  -5.011  -0.451
N  3.573  -2.758  -6.006  -0.445
H  1.680  -2.093  -4.833  0.210
H  2.159  -0.441  -4.621  0.240
H  2.718  -2.916  -6.519  0.234
H  4.521  -3.100  -6.085  0.244

Gap between HOMO and LUMO (alpha / beta) ... 5.9 / 6.0 eV
Charge ... -1
Spin multiplicity ... 4
LUMO energy (alpha / beta) ... 1.70 / 1.35 eV

---

Record 5
Density functional theory data (wB97M-V/def2-TZVPD) for a 3-piece molecular cluster, C2H12NO2S2 overall.

Each line ends with the Mulliken charge.
Cartesian coordinates (Å):
N  -0.278  -0.387  -0.531  -0.272
C  0.758  0.644  -0.113  -0.515
C  2.040  0.197  0.519  -0.598
S  2.144  -1.475  1.214  -0.083
S  3.073  -2.731  -0.163  -0.160
H  0.153  -1.006  -1.216  0.340
H  -1.340  3.353  -1.088  0.320
H  -0.586  -0.923  0.281  0.371
H  0.118  1.274  0.486  0.289
H  0.902  1.267  -1.028  0.388
H  2.815  0.180  -0.289  0.344
H  2.429  0.801  1.326  0.367
H  2.052  -3.632  -0.155  0.178
H  -3.233  -0.794  1.611  0.333
H  -3.642  -1.276  0.206  0.327
O  -3.129  -0.615  0.672  -0.647
H  -1.710  2.500  0.028  0.335
H  -1.067  0.208  -0.834  0.339
O  -1.500  2.414  -0.926  -0.656

Gap between HOMO and LUMO ... 9.1 eV
Charge ... +1
Energy above the lowest of the compared OMol25 structures with the same formula, charge and spin ... 16.07 kcal per mole
LUMO energy ... -3.27 eV

---

Question: The lowest charge belongs to which entry?
Answer: C5H20F2N10O5Ti

---

Question: charge of number 5 (C2H12NO2S2)?
Answer: +1

---

Question: Look up the charge of the first one.
Answer: 0